1.
C57H35N12NaO2SSe2 | wB97M-V/def2-TZVPD

## Properties
Gap between HOMO and LUMO, eV: 4.7
Charge: -2
HOMO energy, eV: -1.19
Energy, Eh: -8364.08090

Geometry (Å):
1 C -5.35748 0.10693 1.58246
2 C -2.77857 1.39314 -0.55833
3 H -2.87079 4.01058 -5.19175
4 H -3.87834 0.78252 4.92397
5 C -0.62378 4.22543 -2.67317
6 C 2.08641 -2.10248 3.65506
7 S -0.55900 -4.26524 1.35934
8 H 1.55273 1.65888 -6.82220
9 H 1.88697 -1.04986 -5.27039
10 C -3.29937 -1.00262 3.96301
11 H 1.42483 -1.99290 -0.50331
12 C 0.73825 -2.43088 3.63501
13 C 3.63465 1.85223 -0.08994
14 C -2.89671 -3.92385 -0.06175
15 H 3.97294 -2.23216 4.65967
16 H 8.33388 1.23010 2.25072
17 C -2.03861 2.45115 3.91208
18 N 0.90242 2.95820 -1.29146
19 N -0.01301 1.19731 2.54263
20 C 0.86149 2.39943 -3.61132
21 C 2.85740 -1.81425 -2.11941
22 C -6.40593 1.89796 0.30404
23 H 3.82019 1.40705 -5.88877
24 H 0.10631 -4.72517 -1.38428
25 C 1.01962 -3.57471 5.70324
26 H 0.60755 -4.16392 6.51430
27 H -3.34475 -3.74144 0.90395
28 H -0.85521 -3.46205 4.64573
29 H -2.85370 2.93283 4.44181
30 C -1.62723 4.52339 -3.49437
31 H -3.60233 -3.88933 -3.37754
32 C -4.08399 1.42152 -0.06850
33 C 5.02665 1.91395 0.45109
34 C 2.92590 -2.50583 4.67510
35 C -0.01847 2.86504 -2.44469
36 H 6.35817 -0.24474 2.69228
37 C 6.30198 0.58418 1.99930
38 C 0.62141 -1.22552 -3.53495
39 C -1.55005 -4.25013 -0.12910
40 N -2.05221 0.43546 0.02910
41 N 0.49776 -1.44259 -2.24333
42 C -2.83278 -0.16197 0.94238
43 H 3.94148 -1.57279 -3.96154
44 Se -0.96997 -0.92416 -4.60846
45 C 2.14014 2.25727 -3.10495
46 N 3.58950 -0.72460 2.24597
47 H -5.20632 2.96150 -1.10817
48 C 2.37387 -3.25279 5.71107
49 Se -2.52853 -0.41359 -2.99943
50 C 0.64046 2.19724 -4.96472
51 C 6.09645 2.74574 0.18928
52 C -2.08429 1.07613 3.71708
53 C 0.18553 -3.16952 4.66354
54 C -5.24471 2.17738 -0.35991
55 C 3.00054 1.69012 -5.23897
56 N -2.21674 -1.22580 1.63721
57 C 1.83429 -1.26535 -4.21035
58 C 7.29106 2.48130 0.85463
59 C -1.12429 -0.97484 2.57489
60 H -0.15921 5.01762 -2.09929
61 H -0.34046 2.30399 -5.40073
62 C 2.33198 -1.25382 2.46702
63 N 1.26625 -1.04351 1.80085
64 C -0.94530 -4.47236 -1.35818
65 C 1.71838 1.83407 -5.76576
66 C 2.97247 -1.55600 -3.47544
67 H 3.71602 -2.04180 -1.50378
68 C -0.98346 3.19027 3.41585
69 C -4.12804 0.37650 0.93338
70 N -2.28290 2.16612 -1.64872
71 C -2.10728 1.50058 -2.92216
72 C 2.07960 2.61980 -1.67035
73 H 4.20918 1.82537 -3.44419
74 C 3.22575 1.91175 -3.88832
75 N 3.26554 2.69600 -0.98762
76 C -1.68547 -4.34778 -2.52468
77 N 2.94677 0.81569 0.46304
78 C 0.15263 -1.86127 2.34894
79 H -7.30248 2.46926 0.08905
80 C 3.77596 0.21100 1.36454
81 H 0.85745 3.03184 2.30266
82 C -2.38778 3.58524 -4.31619
83 H 2.99949 -3.58728 6.53047
84 C -2.41158 -1.67096 2.99556
85 C 5.12683 0.85769 1.32930
86 H -1.91581 5.56675 -3.57773
87 H 8.15571 3.11077 0.67936
88 H -4.67975 -3.52014 -1.17874
89 Na 0.24709 0.19382 0.25124
90 C -6.46283 0.85054 1.27460
91 C -3.63522 -3.80410 -1.23028
92 H -7.40453 0.63956 1.76940
93 C -3.17856 0.28817 4.25906
94 C 7.39209 1.41378 1.74720
95 H -0.94047 4.26562 3.52574
96 C -2.54477 2.27609 -4.11411
97 O 0.46419 -5.27432 1.12879
98 H -4.07479 -1.60328 4.42556
99 C 0.01315 2.50805 2.73763
100 H -1.20681 -4.49143 -3.48692
101 H -2.36621 -2.75306 3.05564
102 H -3.11526 1.70622 -4.83733
103 N -0.95698 1.77076 -2.09777
104 H 5.99866 3.56665 -0.50969
105 C -3.03132 -4.01172 -2.46368
106 C -1.03251 0.46969 3.00060
107 C 1.59244 -1.75373 -1.54977
108 O -1.45982 -4.59437 2.47090
109 N -0.05180 -2.81754 1.30597
110 H -5.42989 -0.68962 2.31424



2.
C57H42Br4CdN4O4P2S | wB97M-V/def2-TZVPD

## Properties
Gap between HOMO and LUMO, eV: 4.4
Charge: -2
HOMO energy, eV: -1.14
Relative energy (zero: lowest compared OMol25 entry of this formula, charge and spin), kcal/mol: 36.8
Energy, Eh: -14261.81563

Geometry (Å):
1 N -3.82701 -6.25260 1.17639
2 C -4.18752 2.46294 -4.89085
3 H -5.09413 -0.88545 0.34442
4 C 5.69155 5.12773 -1.44676
5 H -1.56724 -1.89785 0.16571
6 H -5.04258 -0.84342 -4.75753
7 N -2.64631 -6.38761 0.82746
8 H -2.43927 -4.00308 -4.23044
9 H 0.37991 1.30342 -3.17109
10 C -0.44277 -9.79999 0.17689
11 O 2.50511 -0.45556 0.89402
12 C 1.77628 -1.00133 -2.64059
13 O 1.11893 -0.04503 3.39858
14 C 3.39098 -1.89373 2.60325
15 C 3.07135 -2.63545 -3.79220
16 H 5.97617 0.86372 3.42598
17 C 2.62226 0.03922 -3.15420
18 C 1.14570 2.25409 3.89830
19 O 1.50521 2.73961 2.79655
20 C 4.16329 3.30754 -0.02172
21 C -4.53736 1.50517 2.65958
22 C -1.51645 2.46759 -1.58950
23 Br -0.86380 4.17840 4.26070
24 H 4.13534 0.52219 -4.61375
25 C -1.89054 -2.23150 -0.85571
26 C 1.43461 0.85349 4.26555
27 C -2.77567 1.59616 0.99788
28 C -0.44736 0.54427 -2.91580
29 C 1.68459 0.59977 5.68560
30 H -6.03729 0.03040 2.49749
31 C 0.16747 -8.65307 0.66786
32 C -3.52601 0.60277 0.32050
33 C -2.20010 6.06406 1.30892
34 H -0.70033 -0.14591 -3.75443
35 H -4.95259 1.97422 3.55645
36 H 2.49367 4.08457 -1.25192
37 O -4.56844 -5.24886 1.03432
38 H -0.13867 -6.61412 1.33983
39 H -4.21073 -4.10197 -2.46883
40 H -0.91744 7.73429 1.97291
41 C 0.51467 3.03428 4.96962
42 H 5.80928 -1.10241 4.83267
43 H -5.72487 1.33697 -5.91708
44 C -0.57784 -7.56269 1.00625
45 C -4.87794 1.29134 -5.18805
46 H 1.15426 6.55136 0.90036
47 C 6.27511 4.52484 -0.34246
48 H 4.32310 -2.97807 4.24881
49 Br 0.32357 4.16813 7.47975
50 P 0.25930 -0.64500 -1.61993
51 C 3.61449 -0.28059 -4.07975
52 H 0.11677 -10.61504 -0.29570
53 C -3.19410 2.50258 -3.93610
54 H -0.33916 -2.72515 -3.82762
55 C -3.30643 2.05676 2.21089
56 C 0.18574 6.05242 1.04725
57 H 3.24387 -3.65051 -4.15472
58 P -1.16175 2.30458 0.28312
59 C 4.52165 1.54645 1.28718
60 H 3.93090 5.54023 -2.59812
61 C 0.73433 2.84200 6.26455
62 C -0.97294 6.70270 1.50146
63 C -2.31150 -3.49910 -3.27692
64 C -4.62501 -0.00555 0.87855
65 C 1.40294 1.58536 6.62840
66 H 2.45330 1.11935 -2.87712
67 H -0.81835 3.20744 -1.93792
68 N 3.56457 2.19108 0.62052
69 C -2.00254 -7.60156 0.94258
70 C -2.70045 1.29460 -3.35573
71 Cd 0.97286 1.27135 1.08930
72 C -1.81861 -9.90693 0.35130
73 C -5.15659 0.44513 2.05867
74 H 4.75713 -1.90369 -4.90737
75 C -3.26273 -3.65460 -2.29008
76 H 1.07498 4.19727 0.48830
77 C -1.13147 -2.77389 -3.09556
78 C -2.25466 4.75827 0.85851
79 C 5.52042 3.55892 0.30507
80 H -3.73995 -8.90818 0.71500
81 H 1.20293 -8.57480 0.89957
82 H -3.64659 -3.12481 -0.20582
83 C 5.27539 0.05939 3.15475
84 C -2.65668 -8.82457 0.70026
85 C 3.54166 4.09319 -1.01118
86 N -1.63415 1.26153 -2.45017
87 Br 2.53555 -0.93975 6.30249
88 H -3.22954 4.34061 0.57933
89 C -4.53790 0.12546 -4.55826
90 C 3.37270 -0.67486 1.82625
91 S 6.11457 2.34003 1.43203
92 H 1.47959 -3.15979 -2.41279
93 C 4.27295 -2.04569 3.64882
94 Br 1.38115 1.25676 8.45021
95 C -0.96865 -2.04550 -1.93235
96 C -2.99261 -3.01013 -1.07055
97 H -2.46409 2.97711 -1.70365
98 C 5.14917 -1.03091 3.98552
99 C 3.87525 -1.63921 -4.36685
100 H -3.20148 6.50579 1.43782
101 H 7.22125 4.84184 0.04880
102 H -3.12853 -0.84144 -3.24605
103 C -1.09905 3.99344 0.67887
104 H -2.70095 3.45383 -3.70164
105 C 4.33132 4.99343 -1.72347
106 C 0.12149 4.71947 0.69224
107 C 4.41733 0.26976 2.06119
108 H 6.21715 5.77618 -2.15551
109 H -2.84015 2.83334 2.81296
110 C 2.06211 -2.33248 -2.88609
111 H -4.52414 3.36652 -5.40407
112 H -2.33225 -10.80906 0.08178
113 H -3.19120 0.21441 -0.66955
114 C -3.41805 0.11454 -3.68976
115 H 2.48537 -2.51314 2.40718



> What is the formula in the second record?

C57H42Br4CdN4O4P2S